Entry 1:
C4H9NO3 | wB97M-V/def2-TZVPD

Geometry as XYZ:
```
17
Properties=species:S:1:pos:R:3:mulliken_charge:R:1
C 1.74 -1.59 -0.08 -0.4843
C -0.71 0.56 -0.53 0.7780
C 1.11 1.96 0.14 -0.4842
C -2.59 -0.60 0.18 -0.5985
H 0.88 -1.69 0.89 0.2339
H 2.88 -1.37 0.34 0.2449
H 1.63 -2.29 -1.14 0.2193
H 0.92 2.11 1.37 0.1842
H 1.64 3.10 -0.16 0.1828
H 1.90 0.96 -0.03 0.2840
H -3.71 -0.44 0.78 0.2406
H -2.77 -1.30 -0.57 0.3099
H -1.87 -1.03 1.03 0.2657
N -0.20 -0.65 -0.67 -0.5161
O 1.16 -0.23 -0.52 -0.2439
O -0.05 1.84 -0.46 -0.2469
O -1.96 0.65 -0.57 -0.3694
```

- SMILES string: CON=C(OC)OC
- Energy relative to the best compared isomer or geometry (same formula, charge and spin): 1009.6 kJ/mol
- Maximum force: 9.202 eV Å⁻¹
- 2S+1: 1



Entry 2:
C4H9NO3 | wB97M-V/def2-TZVPD

Geometry as XYZ:
```
17
Properties=species:S:1:pos:R:3:mulliken_charge:R:1
C 1.76 0.21 0.04 -0.1817
C -1.36 1.72 0.18 -1.2124
C -1.43 -1.99 0.37 -0.7258
C -1.14 0.33 -0.30 1.0565
N 2.93 0.00 0.53 -0.2427
O 1.96 0.23 -1.30 -0.4585
O -0.80 0.02 -1.39 -0.5900
O -1.43 -0.59 0.66 -0.3372
H -2.33 1.79 0.60 0.3793
H -1.34 2.40 -0.70 0.3175
H -0.56 2.07 0.80 0.2946
H -0.59 -2.46 0.71 0.2793
H -1.48 -2.15 -0.73 0.3280
H -2.33 -2.34 0.86 0.2441
H 3.00 -0.02 1.50 0.2518
H 3.80 -0.11 -0.05 0.2263
H 1.35 0.88 -1.78 0.3708
```

- Energy relative to the best compared isomer or geometry (same formula, charge and spin): 266.9 kJ/mol
- Maximum force: 3.526 eV Å⁻¹
- 2S+1: 1



Entry 3:
C4H9NO3 | wB97M-V/def2-TZVPD

Geometry as XYZ:
```
17
Properties=species:S:1:pos:R:3:mulliken_charge:R:1
C 1.07 1.12 0.94 -0.8815
C 0.84 1.19 -0.68 -0.3737
C -0.47 -0.67 -0.23 0.6714
C -1.91 -0.98 -0.03 -0.4651
H 0.15 1.43 1.65 0.2219
H 1.90 1.78 1.06 0.4644
H 1.56 0.06 1.29 0.2401
H 0.56 2.23 -0.94 0.3394
H 1.87 1.12 -1.29 0.2313
H -2.29 -1.63 -0.87 0.1871
H -2.05 -1.60 0.86 0.3578
H -2.71 0.83 -0.96 0.3741
H 2.12 -2.42 0.16 0.3650
N 0.31 -1.60 0.16 -0.4146
O -0.11 0.34 -1.14 -0.3509
O -2.47 0.37 0.27 -0.5957
O 1.64 -1.57 -0.26 -0.3709
```

- Energy relative to the best compared isomer or geometry (same formula, charge and spin): 667.4 kJ/mol
- Maximum force: 6.728 eV Å⁻¹
- 2S+1: 1



Entry 4:
C4H9NO3S | wB97M-V/def2-TZVPD

Geometry as XYZ:
```
18
Properties=species:S:1:pos:R:3:mulliken_charge:R:1
C 0.63 -0.74 -0.42 -0.7583
C -0.40 -0.76 0.80 0.4626
C 0.27 -0.07 1.97 -1.4194
C -2.66 -0.66 0.08 -0.2923
N -1.59 -0.10 0.45 -0.4622
O 2.05 2.67 -0.95 -0.5485
O 1.54 1.45 -2.85 -0.4652
O 1.46 0.28 -0.44 -0.3288
S 1.07 1.70 -1.30 0.8051
H 1.04 -1.68 -0.27 0.4186
H -0.12 -0.62 -1.32 0.2961
H -0.70 -1.84 0.89 0.4815
H 0.29 1.00 1.82 0.2979
H 1.27 -0.41 2.10 0.3362
H -0.14 -0.24 2.96 0.3940
H 2.29 1.90 -3.07 0.3167
H -2.82 -1.84 -0.13 0.1681
H -3.47 -0.07 -0.32 0.2981
```

- Energy relative to the best compared isomer or geometry (same formula, charge and spin): 254.5 kJ/mol
- Maximum force: 6.832 eV Å⁻¹
- 2S+1: 1



Entry 5:
C4H9NO4 | wB97M-V/def2-TZVPD

Geometry as XYZ:
```
18
Properties=species:S:1:pos:R:3:mulliken_charge:R:1
C -1.37 0.10 -0.37 0.7933
C -2.21 -1.10 -0.09 -1.1034
C 0.03 -0.22 1.60 -0.8576
C 2.00 0.83 -1.04 0.7894
N -0.49 0.59 0.58 -0.1389
O -1.40 0.71 -1.50 -0.7708
O 1.16 0.20 -1.78 -0.4655
O 3.25 0.26 -1.20 -0.4894
O 1.78 1.61 -0.11 -0.6683
H -2.33 -1.24 1.06 0.2947
H -3.19 -0.95 -0.56 0.3321
H -1.89 -2.09 -0.44 0.2507
H -0.76 -0.89 2.12 0.2649
H 0.75 -0.94 1.22 0.2956
H 0.48 0.41 2.47 0.2697
H 0.22 0.71 -1.84 0.4238
H 3.89 0.51 -0.51 0.3599
H 0.06 1.51 0.38 0.4196
```

- SMILES string: CNC(C)=O.O=C(O)O
- Energy relative to the best compared isomer or geometry (same formula, charge and spin): 80.0 kJ/mol
- Maximum force: 3.735 eV Å⁻¹
- 2S+1: 1



Entry 6:
C4H9NO4S2 | wB97M-V/def2-TZVPD

Geometry as XYZ:
```
20
Properties=species:S:1:pos:R:3:mulliken_charge:R:1
C -1.65 1.94 -0.56 0.4765
C -2.02 -0.17 -1.69 -1.2438
C 2.15 -1.54 2.15 -1.0778
C -1.04 0.79 -1.28 0.7329
N 0.27 0.70 -1.35 -0.4262
O -1.53 1.80 0.77 -0.4481
O -2.06 2.93 -1.12 -0.5303
O 1.71 -1.46 -0.41 -0.6582
O -0.10 -0.48 1.04 -0.6728
S 2.07 1.20 0.85 -0.3933
S 1.33 -0.74 0.80 1.0897
H -3.06 0.09 -1.85 0.3919
H -1.67 -0.83 -2.49 0.3600
H -2.02 -0.97 -0.88 0.2851
H 2.99 -2.04 1.69 0.3731
H 2.31 -1.01 3.03 0.3935
H 1.47 -2.32 2.49 0.3522
H 0.73 -0.05 -1.76 0.2125
H -0.95 1.07 0.95 0.4390
H 1.07 1.09 -0.36 0.3441
```

- Energy relative to the best compared isomer or geometry (same formula, charge and spin): 141.2 kJ/mol
- Maximum force: 4.623 eV Å⁻¹
- 2S+1: 1